{"formula": "C6H10N", "method": "wB97M-V/def2-TZVPD", "total_charge": 1, "gap_ha": [0.3146, 0.3146], "lumo_energy_ev": [-5.286, -5.286], "species": ["H", "C", "H", "C", "C", "C", "C", "H", "H", "H", "H", "N", "C", "H", "H", "H", "H"], "positions_angstrom": [[-0.0957, -0.1288, -2.0425], [-2.9087, 0.1730, 0.0530], [-1.5109, 1.5741, 0.9148], [-1.8916, 1.1315, -0.0195], [-0.7879, -1.5562, -0.0567], [0.6137, 0.1169, 1.2989], [-2.0421, -0.7084, 0.0418], [-0.1147, -0.1385, 2.1017], [-1.5383, 1.4757, -1.0809], [0.9875, 1.1740, -1.3613], [1.5233, -0.4356, 1.4210], [0.0122, -0.3097, -0.0348], [0.6116, 0.1372, -1.2491], [-0.6642, -2.2756, -0.9344], [1.5181, -0.4706, -1.4590], [-0.5759, -2.2010, 0.8134], [0.6279, 1.1881, 1.3023]], "mulliken_charge": [0.481, -0.223, 0.252, 0.100, -0.662, -1.029, 0.373, 0.396, 0.259, 0.331, 0.356, 0.012, -1.080, 0.368, 0.343, 0.342, 0.381]}

***

{"formula": "C6H10N", "method": "wB97M-V/def2-TZVPD", "total_charge": 1, "smiles": "C=C1[C@@H]2[N@@H+](C)[C@]12C", "gap_ha": 0.3986, "lumo_energy_ev": -3.115, "species": ["C", "H", "C", "C", "H", "C", "C", "H", "H", "H", "N", "H", "H", "H", "C", "H", "H"], "positions_angstrom": [[-1.0242, 2.5253, 0.3322], [1.1148, 0.5377, 2.1320], [0.6582, -0.3232, 1.7489], [0.2523, 0.5544, -0.9265], [0.4538, -1.7317, -2.3042], [0.1676, -1.8655, -1.3068], [-0.4595, 1.3438, 0.1376], [-1.4458, 2.8412, 1.2100], [-0.5268, -2.7463, -1.1198], [1.4429, -1.0702, 1.6792], [-0.4851, -0.7152, -0.7388], [0.0439, -0.5826, 2.5061], [1.2488, -2.1270, -0.9202], [-1.0252, 3.3083, -0.3773], [0.1152, 0.0966, 0.5027], [0.9595, 0.7195, -1.8343], [-1.4902, -0.7650, -0.7207]], "mulliken_charge": [-0.936, 0.422, -1.340, -0.206, 0.374, -0.879, 0.205, 0.305, 0.332, 0.346, -0.027, 0.366, 0.293, 0.270, 0.753, 0.365, 0.358]}

***

{"formula": "C6H10N", "method": "wB97M-V/def2-TZVPD", "total_charge": 1, "smiles": "C=CC(=C)C[NH+]=C", "gap_ha": 0.2930, "lumo_energy_ev": -5.325, "species": ["C", "C", "H", "H", "N", "H", "H", "C", "C", "H", "H", "C", "C", "H", "H", "H", "H"], "positions_angstrom": [[-0.3649, -2.3296, -0.0900], [-1.2315, 0.9326, 1.1733], [0.5158, -0.3725, -1.3841], [1.4868, 1.2649, 0.8755], [0.8016, 0.5026, -1.0477], [1.1019, 2.4478, -0.9909], [-1.8609, -1.5461, 1.0541], [1.0084, 0.3124, 0.3701], [0.8390, 1.6803, -1.5493], [0.5324, 1.8246, -2.6968], [1.8606, -0.4597, 0.5799], [-0.3691, -0.0031, 0.9224], [-0.9139, -1.3924, 0.6800], [-2.2531, 0.6300, 1.6137], [0.6592, -2.1815, -0.2278], [-0.9162, -3.2254, -0.3596], [-0.8961, 1.9151, 1.0772]], "mulliken_charge": [-1.036, -0.877, 0.226, 0.424, 0.216, 0.347, 0.345, -1.113, -0.126, 0.259, 0.300, 1.027, -0.142, 0.235, 0.335, 0.265, 0.315]}

***

{"formula": "C6H10N", "method": "wB97M-V/def2-TZVPD", "total_charge": 1, "gap_ha": 0.3402, "lumo_energy_ev": -4.980, "species": ["C", "N", "H", "H", "C", "H", "H", "H", "H", "C", "H", "C", "H", "H", "C", "C", "H"], "positions_angstrom": [[-1.1812, -0.4520, -1.4170], [-2.1714, -1.0544, -0.8023], [2.1985, 0.4187, 1.6752], [-1.0802, -0.2576, -2.4695], [1.6606, 0.9451, -0.8575], [0.8044, 1.4384, 1.9452], [0.6417, -0.2972, 2.1730], [-1.3160, -1.8811, 0.9714], [1.2034, 1.0957, -1.8294], [0.7331, 0.3694, 0.1373], [-2.1518, -0.3185, 1.2102], [-1.5686, -0.9238, 0.5177], [-3.0371, -1.4657, -1.1165], [2.0820, 1.8831, -0.4946], [-0.4363, -0.2213, -0.2260], [1.1173, 0.4638, 1.5599], [2.5015, 0.2574, -0.9772]], "mulliken_charge": [-0.567, -0.080, 0.400, 0.426, -1.395, 0.341, 0.398, 0.320, 0.395, 1.425, 0.301, -0.449, 0.183, 0.382, -0.065, -1.364, 0.348]}

***

{"formula": "C6H10N", "method": "wB97M-V/def2-TZVPD", "total_charge": 1, "gap_ha": 0.3152, "lumo_energy_ev": -4.971, "species": ["C", "H", "H", "C", "H", "H", "H", "H", "C", "H", "H", "C", "N", "C", "H", "H", "C"], "positions_angstrom": [[1.4059, 0.5746, 0.1562], [3.1752, 0.1185, 1.1958], [0.1612, 1.9594, -0.8452], [-2.4693, -1.2782, 0.0397], [1.7374, -1.0551, -1.4958], [3.1790, 0.0246, -1.3633], [-3.4058, -1.5622, 0.6791], [0.1373, 1.6433, 1.1131], [-1.9914, 1.2438, 0.0671], [1.9193, -1.3107, 1.2560], [-1.5637, -1.7486, 0.2667], [0.4400, 1.4659, 0.1030], [-2.2583, 0.0998, -0.0167], [2.1983, -0.3411, -0.7667], [-2.7488, -1.6534, -1.0292], [-2.2507, 2.2247, -0.0876], [2.3341, -0.4053, 0.7276]], "mulliken_charge": [0.503, 0.227, 0.344, -0.612, 0.231, 0.204, 0.314, 0.440, 0.071, 0.212, 0.319, -1.131, 0.028, -0.592, 0.306, 0.494, -0.358]}

***

{"formula": "C6H10N2", "method": "wB97M-V/def2-TZVPD", "gap_ha": 0.2745, "lumo_energy_ev": 0.368, "species": ["C", "C", "H", "C", "H", "N", "H", "H", "H", "C", "N", "H", "C", "H", "H", "C", "H", "H"], "positions_angstrom": [[-0.1080, 0.1826, -0.9488], [0.5847, 1.3767, -0.6616], [0.5365, -1.2142, -2.2708], [1.3463, 2.3149, -0.4372], [-1.2123, -2.0649, -0.7050], [-1.7775, -0.3963, 0.8358], [1.1035, 1.7082, 0.6698], [-2.3162, -0.2627, 0.0355], [2.0597, 3.2474, -0.5906], [-0.3810, -0.4718, 0.5552], [0.7444, -1.0451, -1.3244], [1.4154, -0.5331, 1.1706], [0.5228, 0.2416, 1.4184], [0.0768, 0.4582, 2.8552], [-1.0485, 0.0571, -1.5182], [-0.1453, -1.7851, -0.2333], [0.5833, -2.4287, 0.1689], [-1.9846, 0.6152, 0.9807]], "mulliken_charge": [-0.221, -0.263, 0.250, -0.201, 0.255, -0.820, 0.531, 0.291, 0.357, 0.906, -0.608, 0.316, -1.503, 0.216, 0.477, -0.667, 0.423, 0.258]}

***

Relative energy (zero: lowest compared OMol25 entry of this formula, charge and spin), record by record: 513.71, 330.45, 213.87, 8.56, 419.89, 1086.21 kJ/mol